A single C2H3N3O2 molecule. Source: the OMol25 dataset; level of theory: the ωB97M-V functional and the def2-TZVPD basis.

Output
* relative energy (zero: lowest compared OMol25 entry of this formula, charge and spin): 142.1 kcal/mol
* SMILES string: N#C/C(=N\O)NO
* LUMO energy: -0.077 eV
* orbital gap: 10.06 eV
* E_tot: -10682.295 eV

Positions of all 10 atoms, in Å:
O: 0.69101 -2.23135 0.42823
O: -0.67923 2.40240 0.00989
N: 0.29656 1.34691 0.46211
N: -2.24795 -0.55594 -0.86839
N: 1.07020 -0.92373 -0.02530
C: -1.12821 -0.13956 -0.67633
C: 0.11547 0.17753 -0.00671
H: 0.33706 -2.54598 -0.59529
H: -0.32690 2.98043 0.75621
H: 1.87199 -0.51070 0.51556